# 1
{"formula": "C4H16O6", "method": "ωB97M-V/def2-TZVPD", "smiles": "OCCO.OCCO.O.O", "orbital_gap_ev": 10.5, "species": ["O", "C", "C", "O", "H", "H", "H", "H", "H", "H", "O", "C", "C", "O", "H", "H", "H", "H", "H", "H", "O", "H", "H", "O", "H", "H"], "coordinates": [[3.116898, -1.091905, 0.898446], [3.743878, -0.938950, -0.396633], [2.835313, -0.184670, -1.308549], [1.745259, -1.020843, -1.693900], [3.714249, -1.577471, 1.469889], [4.640632, -0.330365, -0.206305], [4.094403, -1.932403, -0.686034], [3.377353, 0.128180, -2.207002], [2.389292, 0.677867, -0.805881], [0.910438, -0.548411, -1.766821], [-2.916247, -0.528685, 0.667364], [-1.919951, -0.156470, 1.624117], [-0.704846, 0.552232, 1.069841], [-0.907965, 1.925195, 0.671088], [-3.614989, -0.939770, 1.185104], [-2.352370, 0.477397, 2.409163], [-1.591053, -1.061725, 2.148621], [-0.122089, 0.083233, 0.282837], [-0.014844, 0.621580, 1.919576], [-0.974664, 2.476215, 1.454947], [-1.729436, -0.742270, -1.848313], [-2.253193, -0.478424, -1.063843], [-1.866916, -1.691475, -1.922850], [-3.249239, 2.134141, -1.021308], [-3.889196, 2.331355, -0.331220], [-2.460710, 1.816447, -0.542339]], "atomic_forces_ev_per_a": [[-0.435, 0.194, -0.355], [0.827, 0.216, 1.961], [-1.240, -0.463, -0.522], [0.145, -0.555, -0.106], [0.069, -0.059, -0.006], [0.001, 0.034, -0.451], [-0.358, 0.151, -0.805], [0.093, 0.129, 0.132], [0.622, 0.186, 0.159], [0.055, 0.172, -0.028], [0.275, 0.365, 0.479], [0.014, -0.399, 0.212], [0.808, 1.116, 0.970], [-0.375, -0.622, -0.425], [-0.185, -0.034, -0.335], [-0.085, 0.167, -0.193], [0.271, 0.034, -0.142], [-0.546, -0.353, -0.215], [0.038, -0.448, 0.025], [-0.061, -0.024, 0.029], [0.022, 0.198, 0.300], [0.143, -0.311, -0.597], [0.018, 0.041, 0.027], [0.176, -0.135, 0.080], [0.040, -0.053, -0.019], [-0.331, 0.454, -0.175]], "lowdin_charge": [-0.088, -0.235, -0.241, -0.073, 0.072, 0.116, 0.122, 0.118, 0.123, 0.056, -0.078, -0.216, -0.208, -0.075, 0.102, 0.123, 0.125, 0.107, 0.125, 0.094, -0.060, -0.003, 0.040, -0.067, 0.028, -0.008]}

---

# 2
{"formula": "C4H16Si4", "method": "ωB97M-V/def2-TZVPD", "orbital_gap_ev": [6.2, 6.4], "species": ["C", "C", "C", "C", "Si", "Si", "Si", "Si", "H", "H", "H", "H", "H", "H", "H", "H", "H", "H", "H", "H", "H", "H", "H", "H"], "coordinates": [[-0.345038, 0.555019, -2.246555], [-0.268776, 2.270806, -0.037883], [2.478829, -2.098650, -0.086914], [2.551428, 0.081364, 2.076868], [-2.047105, -0.841312, -0.014350], [-4.180649, -0.065615, 0.691608], [0.016168, 0.372961, -0.368184], [2.031935, -0.269165, 0.274514], [-0.136424, 1.559916, -2.723266], [0.084705, -0.270142, -2.765271], [-1.402950, 0.458237, -2.460250], [-0.505336, 2.771360, -0.951723], [-1.100334, 2.349090, 0.638366], [0.485870, 2.893867, 0.415133], [2.324897, -2.403148, -1.045665], [3.481839, -2.373147, 0.271474], [1.896114, -2.851562, 0.391167], [2.604849, -0.767532, 2.748755], [3.557821, 0.348033, 1.856079], [2.053609, 0.911644, 2.483115], [-1.608834, -1.946348, 0.877250], [-1.979708, -1.616500, -1.245063], [-5.383729, -0.227865, -0.140978], [-4.609177, 1.158684, 1.361765]], "atomic_forces_ev_per_a": [[0.091, 0.846, -0.359], [0.282, -0.688, 1.059], [0.802, 0.962, 2.392], [0.013, -1.029, -1.506], [0.973, -0.033, 0.948], [-0.098, -0.554, -0.163], [-2.508, 2.616, -1.367], [0.932, -1.746, 0.835], [0.561, -1.232, 0.630], [0.604, -0.445, -0.928], [-0.463, -0.170, 0.379], [-0.363, 0.073, -0.655], [-0.658, 0.207, 0.255], [0.703, -0.143, 0.291], [0.169, -0.366, -3.196], [0.035, 0.412, -0.462], [-1.072, -0.193, 1.174], [-0.365, -0.183, 0.015], [1.178, 0.516, 0.313], [-0.630, 1.058, 0.715], [-0.384, 0.054, 0.467], [-0.597, -0.092, -0.690], [0.139, -0.375, -0.506], [0.657, 0.503, 0.360]], "lowdin_charge": [-0.320, -0.267, -0.272, -0.257, 0.279, 0.471, 0.289, 0.622, 0.047, -0.003, -0.005, 0.000, -0.003, 0.011, -0.031, 0.032, 0.013, 0.030, -0.006, -0.005, -0.137, -0.116, -0.186, -0.186]}

---

# 3
{"formula": "C4H17N2O2", "method": "ωB97M-V/def2-TZVPD", "charge": 1, "orbital_gap_ev": 10.5, "species": ["C", "N", "C", "N", "C", "C", "H", "H", "H", "H", "H", "H", "H", "H", "H", "H", "H", "H", "H", "H", "H", "O", "H", "H", "O"], "coordinates": [[-1.628984, 0.057124, 1.149013], [-2.681761, 0.408062, 0.029105], [-0.273099, 0.668931, 0.859497], [0.136949, 0.220594, -0.586659], [2.127141, 0.755254, 1.638780], [0.674216, 0.394021, 2.095784], [-1.723743, -1.046638, 1.079242], [-1.853713, 0.267832, 2.141094], [-3.469542, -0.227212, 0.087976], [-2.840313, 1.391459, -0.067053], [-0.206163, 1.808325, 0.812776], [-0.685741, -0.129825, -1.078873], [0.266927, 1.076672, -0.968301], [0.995977, -0.327987, -0.840333], [2.183440, 0.790169, 0.514810], [2.841479, -0.077678, 2.064287], [2.424399, 1.904185, 1.719383], [0.761431, -0.771732, 2.498191], [0.228443, 0.993185, 2.866391], [-1.624403, -2.291070, -3.549321], [-2.057097, -0.810856, -3.532381], [-1.612762, -1.498194, -3.066278], [2.627249, -0.584581, -2.529174], [2.789137, -1.923209, -1.682137], [2.600532, -1.046830, -1.655819]], "atomic_forces_ev_per_a": [[-1.979, -0.374, -3.816], [2.786, -0.916, 1.633], [0.394, -0.617, 1.073], [-0.069, -2.033, 1.846], [0.908, 1.041, -0.238], [1.402, -2.896, -1.774], [1.166, 0.450, 0.147], [-0.976, 0.908, 1.736], [-0.107, 0.731, -0.029], [-0.791, 0.224, 0.267], [-0.783, -1.442, -0.167], [-0.463, -0.586, 0.142], [0.821, 3.282, -2.090], [-0.362, -0.175, 0.739], [0.110, -1.003, 0.958], [-0.910, 2.401, -0.930], [-0.339, -2.496, 1.063], [-0.872, 2.984, -1.265], [0.189, 0.268, 0.571], [-0.213, -1.401, -1.205], [-0.623, 0.401, -0.797], [0.918, 1.125, 2.127], [0.305, -1.312, 0.936], [0.999, -4.012, -0.766], [-1.509, 5.447, -0.162]], "lowdin_charge": [-0.181, 0.016, -0.265, 0.225, -0.115, -0.204, 0.137, 0.086, 0.072, 0.056, 0.175, 0.114, 0.099, 0.123, 0.038, 0.115, 0.118, 0.174, 0.097, 0.018, 0.029, -0.023, 0.100, 0.003, -0.007]}

---

# 4
{"formula": "C4H17N2O2", "method": "ωB97M-V/def2-TZVPD", "charge": 1, "orbital_gap_ev": 10.5, "species": ["C", "N", "C", "N", "C", "C", "H", "H", "H", "H", "H", "H", "H", "H", "H", "H", "H", "H", "H", "H", "H", "O", "H", "H", "O"], "coordinates": [[-0.706608, 2.132994, 0.406671], [-1.522366, 2.176456, 1.584624], [0.505195, 1.137155, 0.438526], [0.504628, 0.111412, -0.670850], [1.856681, -0.593158, -0.634698], [1.815354, -1.671401, 0.488185], [-1.215226, 2.036012, -0.561381], [-0.238670, 3.122517, 0.330470], [-2.468364, 1.888038, 1.446794], [-1.383337, 2.890281, 2.265098], [1.341388, 1.811219, 0.293113], [0.392194, 0.700668, 1.429093], [-0.270842, -0.554263, -0.399384], [0.273341, 0.569549, -1.544682], [2.626164, 0.090741, -0.300520], [2.221186, -1.065603, -1.584313], [0.725212, -1.778799, 0.711098], [2.243152, -2.530541, 0.008631], [2.415495, -1.375246, 1.427572], [-2.116833, -1.256776, -3.349956], [-1.158200, -2.249510, -2.439483], [-1.377250, -1.370281, -2.755593], [-1.320434, -2.120734, 1.455914], [-1.675558, -0.626094, 1.204657], [-1.466301, -1.474633, 0.750411]], "atomic_forces_ev_per_a": [[0.958, 1.188, -0.477], [-0.173, -1.799, -0.617], [-1.467, 1.422, -0.107], [0.418, -0.195, 1.497], [0.667, -0.958, 0.468], [-0.339, 1.270, 0.465], [-0.557, -0.133, 0.405], [0.000, -0.128, -0.197], [-0.408, 0.241, 0.221], [0.025, 0.429, -0.020], [0.643, -0.708, 0.254], [0.846, -0.500, -0.203], [0.675, 0.215, -0.769], [0.039, -0.170, -0.374], [-0.183, 0.720, -0.547], [-1.127, 0.774, 0.540], [1.271, -0.631, 0.261], [-0.007, -0.828, 0.482], [-1.086, -0.500, -1.564], [-0.191, -0.927, -0.023], [-0.883, -0.234, -0.649], [1.178, 1.245, 0.787], [-0.140, 0.128, -0.071], [-0.067, -0.909, -0.106], [-0.090, 0.989, 0.342]], "lowdin_charge": [-0.255, 0.018, -0.125, 0.039, -0.161, -0.058, 0.124, 0.117, 0.074, 0.081, 0.124, 0.126, 0.112, 0.161, 0.108, 0.143, 0.054, 0.069, 0.119, 0.047, 0.044, -0.051, 0.079, 0.065, -0.055]}

---

# 5
{"formula": "C4H17N2O2", "method": "ωB97M-V/def2-TZVPD", "charge": 1, "orbital_gap_ev": 10.8, "species": ["N", "C", "C", "N", "C", "C", "H", "H", "H", "H", "H", "H", "H", "H", "H", "H", "H", "H", "H", "H", "H", "O", "H", "H", "O"], "coordinates": [[-1.452618, -1.789652, -2.547763], [-1.751554, -1.901977, -1.102849], [-0.554070, -1.406786, -0.338717], [-0.407122, 0.111066, -0.379431], [-1.424751, 0.755756, 0.546257], [-0.845678, 2.067234, 1.048414], [-0.419925, 0.507466, -1.308790], [-2.341436, -1.775711, -3.026109], [-0.927270, -2.603399, -2.836361], [-2.640561, -1.305149, -0.907807], [-1.862466, -2.954956, -0.814048], [0.438195, -1.764743, -0.602469], [-0.613556, -1.583827, 0.738985], [0.496741, 0.380147, 0.029881], [-1.728657, 0.107922, 1.357389], [-2.279780, 1.140983, -0.022734], [0.066684, 1.790983, 1.563858], [-0.716530, 2.892398, 0.366540], [-1.454588, 2.306143, 1.931933], [2.458326, 1.512017, 1.276304], [2.515540, 2.697727, 0.357666], [1.925232, 2.023003, 0.659669], [3.230310, -0.830698, 2.387547], [3.980147, -0.669455, 1.148075], [3.305868, -0.200259, 1.658425]], "atomic_forces_ev_per_a": [[-0.349, 0.369, 0.798], [1.140, -0.532, -1.016], [0.777, 1.283, 1.086], [-0.552, -0.691, 1.586], [-0.393, 2.568, -1.636], [-0.099, -1.386, 2.681], [-0.262, -0.087, -0.532], [0.116, -0.133, -0.456], [-0.052, 0.001, -0.283], [-0.017, -0.215, 0.369], [-0.515, 0.260, 0.210], [-0.285, -0.530, -0.682], [-0.271, -0.279, -0.144], [0.158, -0.037, -0.275], [0.207, -0.312, -0.154], [-0.161, -1.215, -0.199], [0.384, 0.581, -0.287], [-0.052, -0.048, -0.234], [-0.310, 0.626, -0.586], [0.260, -0.367, 0.122], [0.496, 0.732, -0.434], [-0.202, -0.504, -0.031], [-0.319, 0.396, 0.322], [0.036, 0.505, -0.396], [0.266, -0.984, 0.170]], "lowdin_charge": [0.009, -0.241, -0.132, 0.067, -0.177, -0.084, 0.173, 0.074, 0.078, 0.120, 0.126, 0.133, 0.127, 0.133, 0.129, 0.132, 0.054, 0.093, 0.100, 0.013, 0.053, -0.057, 0.062, 0.065, -0.049]}

---

# 6
{"formula": "C4H17NO3", "method": "ωB97M-V/def2-TZVPD", "smiles": "CC(C)CN.O.O.O", "orbital_gap_ev": 10.5, "species": ["C", "C", "C", "C", "N", "H", "H", "H", "H", "H", "H", "H", "H", "H", "H", "H", "O", "H", "H", "O", "H", "H", "O", "H", "H"], "coordinates": [[-2.137966, -0.410105, -0.170391], [-0.866151, -0.453125, -0.997782], [-0.987685, -1.123588, -2.349693], [-0.381344, 1.010884, -1.244439], [0.250161, 1.505731, -0.024576], [-2.416517, -1.457829, -0.001767], [-2.975929, 0.085988, -0.667086], [-2.083021, 0.060123, 0.811736], [-0.071648, -0.913206, -0.413101], [-1.155530, -2.205762, -2.368776], [-1.892401, -0.815148, -2.896432], [-0.179695, -0.869273, -3.024828], [-1.224425, 1.640839, -1.546762], [0.329032, 0.992700, -2.070907], [-0.302779, 1.567730, 0.802584], [0.663967, 2.421211, -0.109069], [2.642111, -1.011706, 2.824389], [2.240718, -1.878864, 2.811210], [2.625894, -0.640831, 1.924488], [0.410019, 1.335195, 2.880375], [1.195327, 0.885341, 2.561027], [-0.094572, 0.685047, 3.374467], [2.406645, -0.193764, 0.237200], [2.188887, -0.816880, -0.463682], [1.816902, 0.599293, 0.121816]], "atomic_forces_ev_per_a": [[-0.544, -1.114, 0.024], [0.411, 1.801, -0.283], [-1.450, -0.516, -0.771], [-0.381, -0.523, 0.604], [1.204, 0.447, -0.632], [-0.341, 0.191, 0.159], [0.162, -0.087, -0.321], [0.526, 0.017, -0.013], [0.006, -0.218, 0.077], [0.523, -0.027, 0.507], [0.074, 0.494, 0.272], [0.418, -0.151, 0.075], [-0.106, -0.114, -0.174], [0.247, 0.241, 0.170], [-0.673, -0.384, 0.478], [-0.054, 0.291, -0.400], [0.145, 0.564, 0.589], [-0.104, -0.117, -0.290], [-0.024, -0.597, -0.235], [-0.413, 0.486, -0.055], [0.140, -0.388, 0.221], [0.209, -0.146, 0.072], [0.315, 0.362, -0.152], [0.003, 0.157, 0.088], [-0.292, -0.669, -0.011]], "lowdin_charge": [-0.077, -0.425, -0.087, -0.235, -0.016, 0.081, 0.083, 0.070, 0.114, 0.079, 0.084, 0.068, 0.115, 0.107, 0.045, 0.092, -0.076, 0.027, -0.024, -0.054, 0.006, 0.044, -0.086, 0.047, 0.017]}

---

ΔE to the lowest compared entry with this formula, charge and spin / kcal/mol: 56.14, 32.17, 63.76, 44.39, 30.24, 2.93